Molecular formula: CH2N2O3S
Method: DFT, ωB97M-V/def2-TZVPD

The geometry in ORCA input format:
```
! RIJCOSX wB97M-V def2-TZVPD def2/J DEFGRID3
* xyz 0 1
C 0.65429 -0.51718 0.09948
N 1.83007 -1.06299 -0.18864
N 0.40957 0.75899 0.25966
O 3.87007 -0.22566 -1.28831
O 3.52422 0.27693 1.18560
O 1.33047 1.69774 0.09317
S 3.02777 -0.02971 -0.13288
H -0.19438 -1.32703 0.14339
H -0.53610 1.01306 0.54295
*
```

Computed properties:
Gap between HOMO and LUMO (spin up / spin down)   7.69 / 7.69 eV
HOMO level (spin up / spin down)   -0.34215 / -0.34214 Eh
Energy relative to the best compared isomer or geometry (same formula, charge and spin)   3.4395 eV
Largest force on an atom   3.06 eV/A
E_LUMO (spin up / spin down)   -0.0594 / -0.0594 Ha
Molar mass   122.105 g/mol
Calculated total energy   -21022.9842 eV

Atom charges from the Mulliken analysis, given in e for atoms 1 to 2: 0.121, -0.333

---

Molecular formula: CH2N2O3S
Method: DFT, ωB97M-V/def2-TZVPD

The geometry in ORCA input format:
```
! RIJCOSX wB97M-V def2-TZVPD def2/J DEFGRID3
* xyz 0 1
C -1.24746 0.74037 0.41074
N -0.38124 -0.18834 0.09953
N 1.54450 0.29435 -0.01655
O -2.40521 0.60650 0.56941
O 1.60024 1.47118 0.21142
O 2.18830 -0.65033 -0.21067
S -0.38144 -1.82419 0.04767
H -0.87505 1.69560 0.23514
H -0.04262 -2.14514 -1.34670
*
```

Computed properties:
Gap between HOMO and LUMO (spin up / spin down)   8.32 / 8.32 eV
HOMO level (spin up / spin down)   -0.34892 / -0.34892 Eh
Energy relative to the best compared isomer or geometry (same formula, charge and spin)   5.0960 eV
Largest force on an atom   6.00 eV/A
E_LUMO (spin up / spin down)   -0.0431 / -0.0432 Ha
Molar mass   122.105 g/mol
Calculated total energy   -21021.3276 eV

Atom charges from the Mulliken analysis, given in e for atoms 1 to 2: 0.156, -0.185

---

Molecular formula: CH2N2O3S
Method: DFT, ωB97M-V/def2-TZVPD

The geometry in ORCA input format:
```
! RIJCOSX wB97M-V def2-TZVPD def2/J DEFGRID3
* xyz 0 1
C -0.77203 -0.19503 1.12857
N -0.04478 -0.01346 0.01642
N 2.35555 -0.31867 0.35402
O -1.39870 -1.17822 1.44337
O 2.91561 0.39711 1.04585
O 2.34426 -0.98838 -0.60554
S -0.09132 -1.23357 -1.08393
H -0.65395 0.66985 1.92781
H 0.56507 -0.43088 -2.18131
*
```

Computed properties:
Gap between HOMO and LUMO (spin up / spin down)   8.52 / 7.33 eV
HOMO level (spin up / spin down)   -0.34075 / -0.34406 Eh
Energy relative to the best compared isomer or geometry (same formula, charge and spin)   5.6288 eV
Largest force on an atom   4.89 eV/A
E_LUMO (spin up / spin down)   -0.0278 / -0.0746 Ha
Molar mass   122.105 g/mol
Calculated total energy   -21020.7949 eV

Atom charges from the Mulliken analysis, given in e for atoms 1 to 2: 0.242, -0.350

---

Molecular formula: CH2N2O3S
Method: DFT, ωB97M-V/def2-TZVPD

The geometry in ORCA input format:
```
! RIJCOSX wB97M-V def2-TZVPD def2/J DEFGRID3
* xyz 0 3
C -0.12824 -0.28507 0.32485
N 1.85988 -1.24105 -0.09674
N 1.19048 -0.20388 0.16944
O -0.67526 2.07048 -0.87766
O -2.53880 0.51930 -0.58324
O -0.69541 0.61355 1.20589
S -1.20768 0.85191 -0.32279
H -0.59242 -1.40686 0.17484
H 2.78746 -0.91838 0.00540
*
```

Computed properties:
Gap between HOMO and LUMO (spin up / spin down)   9.40 / 7.97 eV
HOMO level (spin up / spin down)   -0.31957 / -0.40322 Eh
Energy relative to the best compared isomer or geometry (same formula, charge and spin)   1.8752 eV
Largest force on an atom   5.02 eV/A
E_LUMO (spin up / spin down)   0.0258 / -0.1104 Ha
Molar mass   122.105 g/mol
Calculated total energy   -21020.5847 eV

Atom charges from the Mulliken analysis, given in e for atoms 1 to 2: 0.335, -0.485

---

Molecular formula: CH2N2O3Si
Method: DFT, ωB97M-V/def2-TZVPD

The geometry in ORCA input format:
```
! RIJCOSX wB97M-V def2-TZVPD def2/J DEFGRID3
* xyz 0 1
N -2.56152 0.92472 -1.59280
C -1.45731 0.61725 -1.58875
Si 0.16529 -0.23183 -1.99987
O 1.47307 0.49681 -2.25082
H -0.04599 -1.62929 -2.14254
O -0.21455 -0.72471 0.51464
N -0.50980 -0.04302 1.43673
O -0.35589 1.32640 1.30033
H -0.46144 1.88182 2.08540
*
```

Computed properties:
Gap between HOMO and LUMO   9.99 eV
SMILES string   N#C[SiH]=O.O=NO
HOMO level   -0.40379 Eh
Energy relative to the best compared isomer or geometry (same formula, charge and spin)   2.2436 eV
Largest force on an atom   3.11 eV/A
E_LUMO   -0.0368 Ha
Molar mass   118.124 g/mol
Calculated total energy   -18066.0774 eV

Atom charges from the Mulliken analysis, given in e for atoms 1 to 2: -0.382, 0.232

---

Molecular formula: CH2N2O3Si
Method: DFT, ωB97M-V/def2-TZVPD

The geometry in ORCA input format:
```
! RIJCOSX wB97M-V def2-TZVPD def2/J DEFGRID3
* xyz 0 1
N -1.85832 -1.88372 -0.29458
C -1.40510 -0.85360 -0.30411
Si -0.54410 0.77488 0.10809
O -1.92214 1.62771 0.79422
N -2.02428 2.38642 -0.27511
O -1.27144 1.83516 -1.15637
O 3.08280 -1.10811 0.58546
H 3.81942 -1.53829 0.17416
H 2.12315 -1.24045 0.36824
*
```

Computed properties:
Gap between HOMO and LUMO (spin up / spin down)   8.16 / 8.15 eV
SMILES string   N#C[Si]12ON1O2.O
HOMO level (spin up / spin down)   -0.36939 / -0.36938 Eh
Energy relative to the best compared isomer or geometry (same formula, charge and spin)   2.2588 eV
Largest force on an atom   3.73 eV/A
E_LUMO (spin up / spin down)   -0.0697 / -0.0697 Ha
Molar mass   118.124 g/mol
Calculated total energy   -18066.0622 eV

Atom charges from the Mulliken analysis, given in e for atoms 1 to 2: -0.316, 0.249

---

Molecular formula: CH2N2OS2
Method: DFT, ωB97M-V/def2-TZVPD

The geometry in ORCA input format:
```
! RIJCOSX wB97M-V def2-TZVPD def2/J DEFGRID3
* xyz 0 1
C -0.43650 0.39542 0.54869
N -0.67569 -0.71721 1.15089
N -0.84240 -1.78191 1.55766
O 1.09715 -2.47362 -0.65400
S -1.58269 -3.17318 -1.10787
S -0.07477 -2.09875 -1.42363
H -1.11356 1.26152 0.36028
H 0.57990 0.54477 0.29893
*
```

Computed properties:
Gap between HOMO and LUMO   7.56 eV
HOMO level   -0.33436 Eh
Energy relative to the best compared isomer or geometry (same formula, charge and spin)   1.6771 eV
Largest force on an atom   2.84 eV/A
E_LUMO   -0.0564 Ha
Molar mass   122.174 g/mol
Calculated total energy   -27764.6117 eV

Atom charges from the Mulliken analysis, given in e for atoms 1 to 2: -0.422, 0.409

---

Molecular formula: CH2N2OS2
Method: DFT, ωB97M-V/def2-TZVPD

The geometry in ORCA input format:
```
! RIJCOSX wB97M-V def2-TZVPD def2/J DEFGRID3
* xyz 0 1
C -0.52152 0.67868 0.28444
N 0.94391 -0.83361 0.59966
N -1.21699 -0.08500 -0.48756
O -0.47484 1.79143 0.68145
S 2.40041 -0.09590 1.01785
S 1.93845 -0.82398 -0.82597
H -1.11374 -1.08200 -0.41662
H -1.95569 0.45038 -0.85325
*
```

Computed properties:
Gap between HOMO and LUMO   8.10 eV
HOMO level   -0.29714 Eh
Energy relative to the best compared isomer or geometry (same formula, charge and spin)   1.9320 eV
Largest force on an atom   3.99 eV/A
E_LUMO   0.0004 Ha
Molar mass   122.174 g/mol
Calculated total energy   -27764.3568 eV

Atom charges from the Mulliken analysis, given in e for atoms 1 to 2: 0.658, -0.351